The following is a DFT calculation (the ωB97M-V functional and the def2-TZVPD basis) of CH8Ba3O7 as an isolated structure at a distorted geometry.

Values from the calculation:
Gap between HOMO and LUMO   7.019 eV
Relative energy (zero: lowest compared OMol25 entry of this formula, charge and spin)   19.992 eV
DFT total energy   -17526.731 eV
Total charge   +4

Element x y z (Å)
Ba  -0.940  -0.687  2.525
Ba  -2.365  0.100  -0.769
Ba  -0.663  -3.061  -0.305
C  -0.164  -0.616  -0.018
O  -0.534  0.495  0.246
O  0.229  -1.417  0.808
O  -0.532  -1.140  -1.083
O  -1.426  -0.199  -2.722
H  -0.952  -0.029  -3.536
H  -0.836  -0.757  -2.214
O  1.014  1.723  -0.212
H  1.894  1.348  -0.255
H  0.431  0.965  -0.191
O  -0.614  1.528  2.086
H  -0.882  2.443  1.997
H  -0.149  1.334  1.272
O  2.266  -0.498  1.122
H  1.410  -0.859  0.891
H  2.814  -0.671  0.357

=====

The following is a DFT calculation (the ωB97M-V functional and the def2-TZVPD basis) of C3H8N2OS as an isolated structure at a distorted geometry.

Values from the calculation:
Gap between HOMO and LUMO   9.109 eV
Relative energy (zero: lowest compared OMol25 entry of this formula, charge and spin)   5.250 eV
DFT total energy   -19099.252 eV

Element x y z (Å)
C  -1.931  0.281  0.344
C  2.138  1.091  -0.755
C  0.480  -0.333  0.916
N  -1.233  -1.229  -0.215
N  0.191  -0.820  -0.224
O  -1.048  0.729  1.152
S  2.021  0.484  0.952
H  -1.984  0.708  -0.705
H  -2.748  -0.208  0.692
H  -1.423  -1.998  0.586
H  2.544  0.347  -1.581
H  2.907  1.981  -0.931
H  1.146  1.439  -1.171
H  0.365  -0.692  1.978
H  -1.424  -1.781  -1.037